No. 1
This record from the OMol25 dataset describes a structure of composition C12H17N9O3PdSe2. The level of theory is ωB97M-V with the def2-TZVPD basis set.

Structure (XYZ):
```
44
Properties=species:S:1:pos:R:3
Pd 0.3672 -0.2358 -0.4162
Se -1.9376 0.5562 -1.7442
Se -0.0628 3.2504 2.0293
C 0.6204 3.1011 0.2373
C 1.1076 4.3453 -0.1607
C 1.7832 4.4647 -1.3655
C 1.9264 3.3346 -2.1571
C 1.4180 2.1396 -1.6935
N 0.7931 1.9914 -0.4988
C -2.2680 -1.2389 -1.2146
C -3.3980 -2.0286 -1.4901
C -3.4130 -3.3481 -0.9961
C -2.3036 -3.8646 -0.3996
C -1.0466 -3.0645 -0.3033
N -1.2081 -1.6535 -0.5557
H 0.9438 5.2203 0.4573
H 2.1632 5.4254 -1.6910
H 2.4169 3.3790 -3.1202
H 1.5144 1.2451 -2.3003
H -4.2288 -1.6219 -2.0518
H -4.3047 -3.9526 -1.1073
H -2.2686 -4.8820 -0.0306
H -0.4973 -3.2321 0.6231
N 2.4526 -0.3007 0.6918
N 3.3292 -1.3257 0.3007
C 2.9394 -2.3675 -0.4462
N 3.8334 -3.2500 -0.8109
N 1.5702 -2.4048 -0.7008
N 1.1264 -3.4420 -1.3740
O -0.2116 -3.5968 -1.4231
O 1.7379 -4.2478 -1.9805
H 2.8848 0.5877 0.4407
H 2.3505 -0.3206 1.7075
H 4.2915 -1.2710 0.6188
H 4.8056 -3.1547 -0.5364
H 3.6083 -4.0406 -1.4013
N -3.0686 3.5668 2.7183
C -2.5180 2.3820 2.8601
N -2.9787 1.4773 3.6937
O -1.4604 2.0058 2.1247
H -3.8205 3.8808 3.3201
H -2.7286 4.2233 2.0304
H -3.8160 1.6288 4.2424
H -2.4447 0.6395 3.8732
```

Computed properties:
HOMO-LUMO gap (spin up / spin down) = 7.42 / 5.27 eV
2S+1 = 5
Expectation value of S² = 6.06
Charge = +4
LUMO energy (spin up / spin down) = -12.892 / -15.044 eV

Results of the Mulliken charge analysis, in e, for atoms 1 through 2: 0.92, 0.17

No. 2
This record from the OMol25 dataset describes an isolated molecule of C12H17NS in a non-equilibrium geometry. The level of theory is ωB97M-V with the def2-TZVPD basis set.

Structure (XYZ):
```
31
Properties=species:S:1:pos:R:3
C -2.7017 1.0262 0.1661
C -0.6022 -1.4926 -1.5729
C 0.8072 1.6476 -0.2866
C 0.3751 -1.8781 -0.5274
C 1.5992 0.3264 -0.5877
C 1.0721 -0.7954 0.3072
C -2.2325 -1.8138 0.4850
C -1.1992 -2.0211 -0.3333
C -0.5579 1.6574 -0.8287
C -3.6281 2.0237 0.6433
C 3.0139 0.6583 -0.3035
C 2.1821 -1.3391 1.2312
N -1.5223 1.2970 -0.1558
S -3.4922 -0.6342 -0.0143
H -0.6162 -0.4025 -1.8181
H -0.6698 -1.9694 -2.5170
H 0.8507 1.7969 0.7650
H 1.2006 2.5641 -0.5866
H 0.8543 -2.8651 -0.6892
H 1.3020 0.1302 -1.6154
H 0.1964 -0.4108 0.9764
H -2.3111 -2.1708 1.4723
H -3.2196 2.5895 1.4649
H -4.5149 1.7021 1.0230
H -3.7786 2.7789 -0.1575
H 3.2652 0.5332 0.7754
H 3.3187 1.5963 -0.9203
H 3.7489 -0.0034 -0.8699
H 2.2455 -0.8881 2.2717
H 3.1403 -1.3139 0.6726
H 1.8739 -2.3294 1.5302
```

Computed properties:
HOMO-LUMO gap = 7.87 eV
Charge = 0
LUMO energy = 0.582 eV

Results of the Mulliken charge analysis, in e, for atoms 1 through 2: 0.46, -0.43

No. 3
This record from the OMol25 dataset describes a structure of composition C12H18Ag2F2NO9 in a non-equilibrium geometry. The level of theory is ωB97M-V with the def2-TZVPD basis set.

Structure (XYZ):
```
44
Properties=species:S:1:pos:R:3
Ag -0.1742 -3.7600 -0.7249
Ag -1.5863 -1.3744 -2.8131
F -0.7029 -1.5707 -0.7914
F -0.4409 -3.2836 -2.9700
N -3.3528 -3.3093 -0.5683
O -3.1118 -2.8823 -1.6882
O -4.3984 -2.9518 -0.0308
O -2.5539 -4.0457 -0.0306
O 2.6359 1.8955 1.3982
C 2.0937 0.9756 1.9236
O 0.8235 0.6264 1.6305
C 0.4227 -0.4951 2.4341
C 1.3196 -0.4613 3.6548
C 2.5994 0.1311 3.0716
H 0.6293 -1.3854 1.8291
H -0.6434 -0.5392 2.6410
H 1.4980 -1.4321 4.1144
H 0.9486 0.1817 4.4546
H 3.3421 -0.6418 2.8598
H 3.1666 0.7647 3.7556
O 0.2968 0.0298 -3.0797
C 1.4744 0.1740 -2.8883
O 2.2547 0.6926 -3.8481
C 3.5560 0.9529 -3.3204
C 3.3648 1.0108 -1.8107
C 2.2499 0.0179 -1.6045
H 4.0207 1.8426 -3.7417
H 4.2243 0.1413 -3.6389
H 2.9918 2.0157 -1.5984
H 4.2670 0.8540 -1.2275
H 1.5458 0.1602 -0.7897
H 2.5718 -1.0313 -1.5901
O -2.7829 0.3269 -1.9851
C -2.8170 0.8901 -0.9204
O -2.3177 2.1047 -0.7806
C -2.5526 2.6135 0.5373
C -3.0013 1.4267 1.3881
C -3.4182 0.3772 0.3739
H -3.3958 3.3129 0.5460
H -1.7027 3.1940 0.8790
H -3.7607 1.6610 2.1304
H -2.1498 1.0882 1.9853
H -4.4936 0.2773 0.2393
H -2.9410 -0.5753 0.5946
```

Computed properties:
HOMO-LUMO gap (spin up / spin down) = 8.69 / 4.58 eV
2S+1 = 3
Expectation value of S² = 2.01
Charge = +1
LUMO energy (spin up / spin down) = -4.183 / -8.297 eV

Results of the Mulliken charge analysis, in e, for atoms 1 through 2: 0.65, 1.26

No. 4
This record from the OMol25 dataset describes a structure of composition C12H18BF4KO9 in a non-equilibrium geometry. The level of theory is ωB97M-V with the def2-TZVPD basis set.

Structure (XYZ):
```
45
Properties=species:S:1:pos:R:3
K 1.9543 -1.1933 0.6344
B 5.2205 1.2624 2.6454
F 5.2002 1.2013 1.2838
F 6.5051 1.1314 3.1178
F 4.8784 2.4697 3.1961
F 4.5481 0.2335 3.2098
C 5.6032 1.7793 -6.4052
C 4.1861 2.1742 -5.9816
C 3.0166 1.8248 -6.9673
O 2.1641 1.0546 -6.1369
C 2.5439 1.0016 -4.9249
O 1.8670 0.6558 -3.9333
O 3.7582 1.5189 -4.8146
H 6.2474 2.3323 -5.7215
H 5.9627 2.0352 -7.4019
H 5.7000 0.6943 -6.3660
H 4.1743 3.2110 -5.6453
H 3.4627 1.3274 -7.8285
H 2.4438 2.6733 -7.3417
C -1.6663 -7.8600 5.0053
C -2.1680 -6.5482 4.3427
C -1.4313 -5.2541 4.7975
O -0.9967 -4.6277 3.6050
C -1.1089 -5.5233 2.5812
O -0.7282 -5.1763 1.4971
O -1.8338 -6.5962 2.9384
H -0.5971 -7.8770 4.7943
H -2.1780 -8.7659 4.6803
H -1.8135 -7.8019 6.0837
H -3.2535 -6.4926 4.4244
H -0.5759 -5.4202 5.4522
H -2.1899 -4.6110 5.2436
C -5.1415 5.3629 1.8436
C -5.0925 4.1441 0.8858
C -4.3251 4.4143 -0.4102
O -3.5821 3.2294 -0.5724
C -3.4558 2.6093 0.6012
O -2.7374 1.6348 0.8206
O -4.3260 3.1623 1.5111
H -5.7044 6.1946 1.4199
H -4.1146 5.7248 1.8944
H -5.5360 5.1027 2.8258
H -6.0317 3.6565 0.6246
H -3.8232 5.3725 -0.2759
H -5.0255 4.5587 -1.2329
```

Computed properties:
HOMO-LUMO gap = 8.40 eV
Charge = 0
LUMO energy = -0.821 eV

Results of the Mulliken charge analysis, in e, for atoms 1 through 2: 0.99, 0.56

No. 5
This record from the OMol25 dataset describes a structure of composition C12H18BrClDyNO4S3 in a non-equilibrium geometry. The level of theory is ωB97M-V with the def2-TZVPD basis set.

Structure (XYZ):
```
41
Properties=species:S:1:pos:R:3
Dy 0.2497 0.3883 -0.2431
C -1.5372 -3.1694 0.1918
C -0.1723 -3.4413 0.8062
S 1.1577 -2.3443 0.1788
C 2.0997 -1.9312 1.6934
C 1.3274 -1.3985 2.8964
S 0.0220 -0.1328 2.6112
C -1.5196 -1.0835 2.9431
C -2.5808 -1.0540 1.8534
S -2.0830 -1.4332 0.1387
H -2.3065 -3.7308 0.7226
H -1.5678 -3.4791 -0.8528
H 0.1284 -4.4575 0.5535
H -0.1911 -3.3542 1.8886
H 2.8282 -1.2028 1.3434
H 2.6461 -2.8249 1.9940
H 2.0438 -0.9135 3.5596
H 0.8520 -2.1927 3.4669
H -1.9470 -0.6344 3.8398
H -1.2318 -2.1001 3.1954
H -3.0301 -0.0641 1.7709
H -3.3750 -1.7547 2.1130
C -4.7878 3.7258 0.4776
C -3.8434 2.9961 -0.4266
C -4.0111 2.9543 -1.8088
C -3.1019 2.2728 -2.6074
C -2.0592 1.6511 -1.9699
Br -0.7160 0.6606 -2.9585
N -1.8565 1.6538 -0.6548
C -2.7401 2.3282 0.0932
H -5.5067 4.3099 -0.0907
H -4.2444 4.3958 1.1446
H -5.3412 3.0232 1.1030
H -4.8467 3.4619 -2.2735
H -3.1992 2.2398 -3.6834
H -2.5389 2.3596 1.1586
O 3.3194 2.5995 -0.5520
Cl 2.2026 1.8081 -0.4087
O 2.1030 1.0977 0.8621
O 2.0825 0.7250 -1.3835
O 0.9287 2.5040 -0.5047
```

Computed properties:
HOMO-LUMO gap (spin up / spin down) = 9.58 / 9.46 eV
2S+1 = 6
Expectation value of S² = 9.33
Charge = +2
LUMO energy (spin up / spin down) = -6.361 / -6.489 eV

Results of the Mulliken charge analysis, in e, for atoms 1 through 2: 0.17, -0.93

No. 6
This record from the OMol25 dataset describes a structure of composition C12H18BrGaNO6P in a non-equilibrium geometry. The level of theory is ωB97M-V with the def2-TZVPD basis set.

Structure (XYZ):
```
40
Properties=species:S:1:pos:R:3
Ga -0.0323 0.1641 0.0709
O 0.8491 3.3217 -1.6252
C 0.7412 2.0210 -1.1885
O -0.3112 1.1153 -1.6524
C 2.1099 1.5430 -0.5032
O 1.9298 0.1723 0.0040
C 1.9619 0.0058 1.5457
C 0.8483 0.7232 2.5261
O 1.2392 0.6826 3.6790
O -0.1669 1.2178 1.9939
H -0.0575 3.5503 -1.8791
H 2.3809 2.2322 0.2841
H 2.8828 1.5041 -1.2795
H 2.9344 0.3464 1.8843
H 1.8702 -1.0625 1.7180
O 0.0687 2.0977 0.0554
C 0.4944 -4.1044 -0.4721
P -0.1356 -2.5188 0.1633
C 0.0230 -2.7513 1.9773
C -1.9400 -2.7824 0.0153
H -0.0255 -4.9052 0.0536
H 1.5670 -4.1946 -0.3055
H 0.3066 -4.1863 -1.5418
H -0.5313 -3.6397 2.2854
H -0.3702 -1.8901 2.5227
H 1.0653 -2.8833 2.2686
H -2.2479 -3.6636 0.5783
H -2.2007 -2.9297 -1.0358
H -2.4611 -1.8904 0.3426
Br -2.3415 0.2112 -2.9231
C -2.9330 0.2108 -1.0687
C -4.3219 0.1916 -0.9802
C -4.9366 0.1393 0.2578
C -4.1496 0.0975 1.3976
C -2.7815 0.1034 1.2353
N -2.1763 0.1562 0.0389
H -4.9033 0.2177 -1.8885
H -6.0165 0.1293 0.3263
H -4.5753 0.0604 2.3894
H -2.1142 0.0839 2.0879
```

Computed properties:
HOMO-LUMO gap = 6.06 eV
Charge = 0
LUMO energy = -0.409 eV

Results of the Mulliken charge analysis, in e, for atoms 1 through 2: 1.39, -0.61